{"formula": "C56H70BrN8O4", "method": "ωB97M-V/def2-TZVPD", "total_charge": 1, "total_energy_ev": -149343.0107, "lumo_ev": -2.84, "gap_ha": 0.2906, "elements": ["C", "C", "C", "C", "O", "C", "C", "N", "C", "C", "C", "C", "C", "C", "C", "C", "C", "C", "N", "C", "C", "C", "C", "C", "O", "C", "C", "O", "C", "C", "C", "O", "Br", "H", "H", "H", "H", "H", "H", "H", "H", "H", "H", "H", "H", "H", "H", "H", "H", "H", "H", "H", "H", "H", "H", "H", "H", "H", "H", "H", "H", "H", "H", "H", "H", "H", "H", "H", "H", "H", "H", "H", "H", "N", "C", "C", "C", "C", "C", "H", "H", "H", "H", "H", "N", "C", "C", "C", "C", "C", "H", "H", "H", "H", "H", "N", "C", "C", "C", "C", "C", "H", "H", "H", "H", "H", "N", "C", "C", "C", "C", "C", "H", "H", "H", "H", "H", "N", "C", "C", "C", "C", "C", "H", "H", "H", "H", "H", "N", "C", "C", "C", "C", "C", "H", "H", "H", "H", "H"], "coordinates": [[0.303, -0.081, 4.990], [1.631, 0.231, 4.512], [2.127, -0.580, 3.231], [2.348, 0.311, 1.909], [1.825, 1.655, 1.979], [0.388, 1.711, 1.812], [0.046, 3.279, 1.512], [0.420, 4.172, 2.649], [-0.684, 4.262, 3.648], [-0.196, 0.857, 0.589], [-1.826, 0.893, 0.718], [-2.354, 1.766, -0.522], [-3.934, 1.960, -0.580], [-4.451, 3.447, -0.586], [-5.951, 3.833, -0.684], [-6.988, 2.674, -0.787], [-6.494, 1.190, -0.741], [-4.972, 0.810, -0.639], [0.347, -0.552, 0.494], [-0.082, -1.237, -0.774], [-0.644, -2.726, -0.579], [-1.792, -2.877, 0.535], [-3.290, -3.002, -0.095], [-4.401, -2.572, 1.016], [-5.728, -2.990, 0.611], [-6.718, -1.995, 0.845], [-6.783, -0.995, 2.084], [-7.664, -1.934, 0.004], [1.852, -0.418, 0.543], [2.645, -1.812, 0.461], [3.470, -1.772, -0.940], [4.302, -0.840, -1.102], [3.234, -3.105, -2.390], [0.038, -1.203, 4.975], [-0.455, 0.709, 5.301], [2.221, 1.021, 5.081], [3.156, -1.034, 3.510], [1.451, -1.501, 3.034], [3.492, 0.421, 1.778], [-0.130, 1.478, 2.809], [0.633, 3.624, 0.592], [-1.060, 3.460, 1.303], [1.322, 3.907, 3.068], [-0.624, 3.316, 4.319], [-1.737, 4.263, 3.178], [-0.614, 5.231, 4.268], [0.086, 1.369, -0.410], [-2.275, -0.161, 0.610], [-2.140, 1.338, 1.738], [-2.066, 1.178, -1.480], [-1.792, 2.762, -0.604], [-3.679, 4.301, -0.515], [-6.301, 4.921, -0.689], [-8.112, 2.878, -0.896], [-7.316, 0.394, -0.823], [-4.612, -0.269, -0.609], [0.068, -1.037, 1.364], [-0.899, -0.657, -1.351], [0.796, -1.317, -1.525], [-1.131, -3.018, -1.588], [0.146, -3.523, -0.377], [-1.768, -2.099, 1.372], [-1.611, -3.898, 1.049], [-3.377, -2.346, -1.045], [-3.452, -4.102, -0.417], [-4.137, -3.187, 1.959], [-4.269, -1.449, 1.163], [-7.315, -0.006, 1.820], [-5.746, -0.684, 2.483], [-7.309, -1.513, 2.970], [2.163, 0.268, -0.319], [3.442, -1.959, 1.269], [1.991, -2.746, 0.463], [-5.436, -8.658, -0.942], [-4.784, -8.689, -2.116], [-4.541, -7.568, -2.893], [-4.999, -6.341, -2.436], [-5.677, -6.280, -1.226], [-5.868, -7.458, -0.522], [-4.448, -9.672, -2.432], [-4.007, -7.653, -3.832], [-4.829, -5.440, -3.016], [-6.049, -5.339, -0.840], [-6.389, -7.461, 0.430], [-5.809, 7.030, -2.375], [-4.591, 7.590, -2.465], [-3.783, 7.505, -3.587], [-4.256, 6.798, -4.684], [-5.509, 6.208, -4.619], [-6.243, 6.353, -3.452], [-4.264, 8.129, -1.582], [-2.810, 7.979, -3.604], [-3.652, 6.709, -5.581], [-5.908, 5.649, -5.456], [-7.230, 5.912, -3.355], [3.243, 5.035, 3.275], [4.389, 4.359, 3.093], [5.597, 4.959, 2.779], [5.627, 6.339, 2.641], [4.457, 7.063, 2.821], [3.300, 6.369, 3.136], [4.314, 3.282, 3.209], [6.492, 4.363, 2.647], [6.554, 6.846, 2.394], [4.445, 8.141, 2.720], [2.361, 6.891, 3.291], [0.159, -9.412, 0.754], [-1.182, -9.467, 0.688], [-1.971, -8.454, 0.167], [-1.342, -7.314, -0.312], [0.042, -7.230, -0.255], [0.742, -8.299, 0.282], [-1.626, -10.377, 1.078], [-3.049, -8.553, 0.137], [-1.926, -6.498, -0.726], [0.566, -6.354, -0.620], [1.825, -8.283, 0.345], [4.930, 3.164, -1.601], [5.813, 4.064, -2.065], [6.986, 3.726, -2.721], [7.269, 2.380, -2.907], [6.376, 1.429, -2.436], [5.229, 1.868, -1.796], [5.548, 5.102, -1.893], [7.660, 4.494, -3.077], [8.177, 2.075, -3.415], [6.567, 0.371, -2.564], [4.499, 1.163, -1.413], [9.250, -0.285, -2.873], [8.870, -1.430, -2.282], [9.630, -2.100, -1.338], [10.859, -1.563, -0.982], [11.278, -0.383, -1.579], [10.443, 0.213, -2.509], [7.903, -1.812, -2.594], [9.271, -3.020, -0.891], [11.484, -2.060, -0.248], [12.231, 0.064, -1.326], [10.725, 1.139, -3.000]], "lowdin_charge": [-0.0164, -0.1270, -0.1408, -0.2276, -0.0964, -0.2258, -0.1514, -0.1237, -0.1328, -0.1713, -0.1044, -0.1795, -0.1675, -0.0233, -0.0545, -0.0531, -0.0531, -0.0169, -0.0406, -0.0994, -0.1538, -0.1950, -0.1483, -0.2003, -0.0569, -0.3980, -0.0068, 0.0361, -0.1712, -0.0723, -0.6832, -0.0465, 0.7003, 0.0720, 0.0645, 0.1187, 0.1244, 0.1177, 0.1783, 0.1331, 0.1400, 0.1057, 0.0644, 0.0739, 0.0882, 0.0927, 0.1767, 0.0917, 0.1405, 0.1186, 0.1103, 0.0957, 0.0816, 0.0965, 0.0835, 0.0678, 0.1687, 0.1428, 0.1330, 0.1375, 0.0947, 0.0944, 0.1240, 0.1179, 0.1145, 0.1500, 0.0927, 0.0996, 0.0790, 0.1069, 0.1757, 0.1414, 0.1081, 0.0523, -0.1599, -0.0757, -0.0880, -0.0766, -0.1498, 0.1079, 0.1033, 0.1046, 0.0921, 0.1058, 0.0464, -0.1557, -0.0771, -0.0798, -0.0720, -0.1589, 0.1017, 0.1016, 0.1065, 0.1033, 0.1028, 0.0435, -0.1467, -0.0697, -0.0731, -0.0669, -0.1401, 0.0943, 0.1033, 0.1085, 0.1049, 0.1054, 0.0607, -0.1353, -0.0648, -0.0866, -0.0901, -0.1566, 0.1086, 0.0825, 0.0899, 0.0850, 0.1014, 0.0457, -0.1607, -0.0708, -0.0752, -0.0665, -0.1613, 0.0997, 0.1021, 0.0893, 0.0807, 0.0586, 0.0530, -0.1556, -0.0738, -0.0763, -0.0681, -0.1456, 0.0983, 0.1009, 0.1079, 0.1048, 0.1040]}